Arrangement w

A 2-piece molecular cluster, C3H10NO overall. Source: the OMol25 dataset; level of theory: ωB97M-V/def2-TZVPD.

Results
E_HOMO = -2.3879 eV
Kohn-Sham gap = 6.477 eV
E_LUMO = 4.09 eV

Geometry as ORCA input:
```
! RIJCOSX wB97M-V def2-TZVPD def2/J DEFGRID3
* xyz -1 1
H -0.638 0.480 1.388
C 2.781 -0.135 -0.465
H -3.078 1.107 -0.488
H 2.969 -0.125 -1.560
C -2.556 1.062 0.465
H -1.508 -1.436 -0.039
O 1.797 -0.989 -0.079
C -1.109 0.582 0.395
N -0.958 -0.651 -0.339
H 3.790 -0.390 -0.024
H -2.560 2.016 0.993
H -0.455 1.306 -0.111
H -3.089 0.325 1.076
H 2.620 0.922 -0.159
H 0.049 -0.884 -0.465
*
```

***

Arrangement x

A 2-piece molecular cluster, C3H10NO overall. Source: the OMol25 dataset; level of theory: ωB97M-V/def2-TZVPD.

Results
E_HOMO = -2.3635 eV
Kohn-Sham gap = 6.701 eV
E_LUMO = 4.34 eV

Geometry as ORCA input:
```
! RIJCOSX wB97M-V def2-TZVPD def2/J DEFGRID3
* xyz -1 1
H 2.803 -0.825 -0.805
H -1.576 -0.193 1.850
O 1.621 0.535 0.230
H 2.666 0.807 -1.545
N -1.238 -0.702 -0.203
C 2.685 0.260 -0.561
H -1.665 1.377 0.019
H -0.339 -0.528 -0.655
C -2.028 0.481 -0.500
H -0.750 -1.784 1.541
H 3.657 0.554 -0.114
H -1.996 0.682 -1.577
H 0.106 -0.251 1.298
C -0.876 -0.745 1.229
H -3.070 0.333 -0.208
*
```

***

Arrangement y

A 2-piece molecular cluster, C3H10NO overall. Source: the OMol25 dataset; level of theory: ωB97M-V/def2-TZVPD.

Results
E_HOMO = -1.9208 eV
Kohn-Sham gap = 6.348 eV
E_LUMO = 4.43 eV

Geometry as ORCA input:
```
! RIJCOSX wB97M-V def2-TZVPD def2/J DEFGRID3
* xyz -1 1
H 1.568 1.613 1.006
H 0.043 1.321 0.150
H 2.382 -0.570 0.467
H -3.383 -0.083 0.557
H 1.514 -1.309 -1.859
C -2.225 0.046 0.383
O -1.633 -1.138 0.271
H -2.328 0.604 -0.601
C 1.122 1.221 0.089
H 1.520 1.586 -0.873
H 0.400 -1.872 -0.787
C 1.347 -0.328 0.133
H 0.637 -0.767 0.851
N 0.969 -1.082 -1.044
H -1.935 0.758 1.256
*
```

***

Stability check: which of them is most stable? arrangement w.

***

Arrangement w

An isolated ion of composition CH6N3S and charge +1. Source: the OMol25 dataset; level of theory: ωB97M-V/def2-TZVPD.

Results
E_HOMO = -14.5261 eV
Kohn-Sham gap = 9.232 eV
E_LUMO = -5.29 eV

Geometry as ORCA input:
```
! RIJCOSX wB97M-V def2-TZVPD def2/J DEFGRID3
* xyz 1 1
N -0.778 0.391 0.146
H 0.269 2.139 0.787
H 0.879 -1.567 1.195
S 1.856 0.106 -0.006
H 0.382 1.744 -0.845
H -0.408 -1.287 -1.340
C -0.411 -1.002 -0.277
N 0.847 -1.127 0.298
H -1.262 -1.560 0.140
H -1.647 0.760 -0.182
N 0.274 1.402 0.083
*
```

***

Arrangement x

An isolated ion of composition CH6N3S and charge +1. Source: the OMol25 dataset; level of theory: ωB97M-V/def2-TZVPD.

Results
E_HOMO = -13.8614 eV
Kohn-Sham gap = 9.695 eV
E_LUMO = -4.17 eV

Geometry as ORCA input:
```
! RIJCOSX wB97M-V def2-TZVPD def2/J DEFGRID3
* xyz 1 1
H 0.526 1.318 -1.288
H 0.037 1.933 0.415
H 1.491 1.130 0.027
H 0.398 -1.585 -1.176
S -1.924 0.019 -0.551
C -0.175 -0.053 0.027
H -1.086 -0.827 1.624
N -1.089 0.038 1.066
N 0.657 -1.263 -0.280
N 0.547 1.271 -0.305
H 0.618 -1.980 0.441
*
```

***

Stability check: which of them is most stable? arrangement x.

***

Arrangement w

An isolated ion of composition C5H14N2 and charge -1. Source: the OMol25 dataset; level of theory: ωB97M-V/def2-TZVPD.

Results
E_HOMO (spin up / spin down) = 1.4909 / -5.2522 eV
Kohn-Sham gap (spin up / spin down) = 2.406 / 9.211 eV
E_LUMO (spin up / spin down) = 3.90 / 3.96 eV

Geometry as ORCA input:
```
! RIJCOSX wB97M-V def2-TZVPD def2/J DEFGRID3
* xyz -1 2
H 0.684 -3.020 -0.146
C -1.993 0.628 0.559
C -0.646 0.287 -0.121
H 0.947 -2.919 1.576
H -0.225 -1.139 1.650
H -1.335 2.034 -2.059
H 0.246 2.851 -2.099
H -2.480 -0.313 0.814
C 1.360 -2.598 0.613
H -0.086 2.223 0.083
H 2.200 -0.829 0.852
H 0.628 0.369 1.576
H 2.322 -3.115 0.581
H -1.697 1.235 1.418
N 0.120 1.440 -0.537
H 0.026 1.164 -2.623
N 1.387 -1.155 0.346
C -0.255 1.910 -1.871
H -0.699 -0.476 -0.900
C 0.236 -0.441 0.947
H -2.625 1.208 -0.112
*
```

***

Arrangement x

An isolated ion of composition C5H14N2 and charge -1. Source: the OMol25 dataset; level of theory: ωB97M-V/def2-TZVPD.

Results
E_HOMO (spin up / spin down) = 1.3569 / -5.2850 eV
Kohn-Sham gap (spin up / spin down) = 2.472 / 8.919 eV
E_LUMO (spin up / spin down) = 3.83 / 3.63 eV

Geometry as ORCA input:
```
! RIJCOSX wB97M-V def2-TZVPD def2/J DEFGRID3
* xyz -1 2
C 0.542 -2.775 0.055
N 0.778 1.000 1.087
H -0.784 -0.319 0.721
H 0.366 1.063 2.012
H 1.958 -1.156 0.509
C 0.616 -0.418 -0.911
H 1.145 -3.663 0.284
H -2.610 2.641 -0.044
H -0.086 -0.714 -1.697
H -0.513 2.101 -1.060
H 1.307 0.288 -1.380
H -1.717 0.834 -1.243
H 2.163 -1.891 -1.063
H -0.163 -3.031 -0.736
C -1.094 1.361 -0.511
H -1.481 2.577 1.086
C -0.157 0.370 0.150
H 0.970 1.956 0.795
N -2.014 1.974 0.454
C 1.400 -1.589 -0.331
H -0.058 -2.577 0.941
*
```

***

Arrangement y

An isolated ion of composition C5H14N2 and charge -1. Source: the OMol25 dataset; level of theory: ωB97M-V/def2-TZVPD.

Results
E_HOMO (spin up / spin down) = 1.4162 / -4.9104 eV
Kohn-Sham gap (spin up / spin down) = 2.575 / 8.892 eV
E_LUMO (spin up / spin down) = 3.99 / 3.98 eV

Geometry as ORCA input:
```
! RIJCOSX wB97M-V def2-TZVPD def2/J DEFGRID3
* xyz -1 2
H 0.793 -1.472 -0.469
C 3.326 -0.152 -0.630
H 0.852 -0.545 -1.864
H 3.402 -1.299 -0.509
H 4.204 0.303 -0.237
C -0.482 0.310 -0.767
H 3.285 -0.134 -1.801
C -0.922 0.462 0.721
C -2.079 -0.458 1.435
N -3.400 -0.100 1.028
C 0.747 -0.457 -0.809
H -1.243 -0.134 -1.421
H -1.865 -0.303 2.491
H -3.481 -0.091 -0.056
H -3.541 0.809 1.668
H 0.047 0.410 1.284
H 1.863 1.237 -0.794
H -1.151 1.451 0.965
N 1.918 0.302 -0.311
H -0.351 1.342 -1.084
H -1.922 -1.481 1.161
*
```

***

Stability check: which of them is most stable? arrangement x.

***

Arrangement w

A 2-piece molecular cluster, C3H11N2O2 overall. Source: the OMol25 dataset; level of theory: ωB97M-V/def2-TZVPD.

Results
E_HOMO = -14.4572 eV
Kohn-Sham gap = 11.387 eV
E_LUMO = -3.07 eV

Geometry as ORCA input:
```
! RIJCOSX wB97M-V def2-TZVPD def2/J DEFGRID3
* xyz 1 1
H -1.613 2.246 0.225
H 1.765 2.005 -2.375
O 0.874 1.932 -1.997
H -0.305 0.822 -1.015
H 0.231 -3.348 0.910
H -0.977 -1.114 1.043
C -0.436 -0.849 0.140
H -1.095 1.649 1.705
H 0.628 0.942 0.341
H 0.329 2.019 -2.794
H -2.340 0.809 0.810
C 0.933 -1.420 0.448
H -1.042 -1.197 -0.675
N -0.289 0.640 -0.001
O 1.918 -0.740 0.331
H 1.856 -3.064 1.204
N 0.958 -2.656 0.996
C -1.394 1.325 0.704
*
```

***

Arrangement x

A 2-piece molecular cluster, C3H11N2O2 overall. Source: the OMol25 dataset; level of theory: ωB97M-V/def2-TZVPD.

Results
E_HOMO = -14.4348 eV
Kohn-Sham gap = 10.968 eV
E_LUMO = -3.47 eV

Geometry as ORCA input:
```
! RIJCOSX wB97M-V def2-TZVPD def2/J DEFGRID3
* xyz 1 1
N 0.927 -1.796 -1.483
H -1.575 0.569 0.538
C 0.194 1.756 0.687
H -0.668 -1.389 1.442
H -1.028 0.776 2.196
H 1.195 1.695 1.148
H 0.818 -0.765 1.741
C -0.336 -1.537 -2.014
O -0.706 -0.450 -2.379
H -0.232 3.653 0.435
C -0.688 0.634 1.171
H 1.599 -1.071 -1.728
H -1.005 -2.409 -2.020
O -0.428 2.963 1.075
H 1.319 -2.710 -1.676
N 0.010 -0.693 1.124
H 0.355 1.735 -0.401
H 0.251 -0.960 0.143
*
```

***

Arrangement y

A 2-piece molecular cluster, C3H11N2O2 overall. Source: the OMol25 dataset; level of theory: ωB97M-V/def2-TZVPD.

Results
E_HOMO = -13.8381 eV
Kohn-Sham gap = 10.252 eV
E_LUMO = -3.59 eV

Geometry as ORCA input:
```
! RIJCOSX wB97M-V def2-TZVPD def2/J DEFGRID3
* xyz 1 1
O -1.255 -1.689 1.094
C -0.335 1.805 0.989
H 2.549 2.410 -2.325
C -0.740 -0.622 0.763
H 0.413 2.018 0.255
C -0.073 -0.695 -0.596
H -1.095 2.433 0.513
N 0.548 -2.001 -0.906
H 0.772 0.049 -0.796
H 1.264 -2.272 -0.224
O 1.836 2.002 -1.868
H -0.216 -2.855 -0.862
H -0.091 2.325 1.957
N -0.760 0.492 1.386
H -0.861 -0.328 -1.302
H -1.370 0.682 2.257
H 1.341 2.737 -1.754
H 1.018 -2.070 -1.818
*
```

***

Stability check: which of them is most stable? arrangement w.

***

Arrangement w

A 2-piece molecular cluster, H5N4O overall. Source: the OMol25 dataset; level of theory: ωB97M-V/def2-TZVPD.

Results
E_HOMO (spin up / spin down) = -1.7703 / -1.7742 eV
Kohn-Sham gap (spin up / spin down) = 6.468 / 6.472 eV
E_LUMO (spin up / spin down) = 4.70 / 4.70 eV

Geometry as ORCA input:
```
! RIJCOSX wB97M-V def2-TZVPD def2/J DEFGRID3
* xyz -1 1
N 0.697 -0.649 -0.026
N -1.539 -0.454 -0.518
N 1.345 0.439 -0.451
N 0.293 -0.655 1.339
H -0.667 -0.733 1.123
H -2.006 -0.821 -1.389
H -1.634 0.630 -0.657
H 1.664 0.528 -1.459
H 0.361 0.156 1.836
O 1.485 1.559 0.203
*
```

***

Arrangement x

A 2-piece molecular cluster, H5N4O overall. Source: the OMol25 dataset; level of theory: ωB97M-V/def2-TZVPD.

Results
E_HOMO = -2.3777 eV
Kohn-Sham gap = 7.262 eV
E_LUMO = 4.88 eV

Geometry as ORCA input:
```
! RIJCOSX wB97M-V def2-TZVPD def2/J DEFGRID3
* xyz -1 1
H 0.082 -2.082 -1.198
O 1.945 -1.450 -1.647
N 0.194 -0.400 -0.414
N 0.873 0.610 -0.003
N -1.599 1.222 1.269
H 1.866 0.518 -0.263
H -2.163 0.564 0.678
N 0.748 -1.336 -1.109
H -1.203 0.793 2.056
H -0.742 1.561 0.630
*
```

***

Stability check: which of them is most stable? arrangement x.

***

Arrangement w

One molecule with the formula CH5N3. Source: the OMol25 dataset; level of theory: ωB97M-V/def2-TZVPD.

Results
E_HOMO = -8.7017 eV
Kohn-Sham gap = 9.487 eV
E_LUMO = 0.78 eV

Geometry as ORCA input:
```
! RIJCOSX wB97M-V def2-TZVPD def2/J DEFGRID3
* xyz 0 1
H 0.506 -1.326 1.340
H -1.730 1.079 0.483
H 0.627 -0.162 -1.978
N 0.827 -1.052 0.357
H -0.257 1.305 -1.547
N -0.858 0.535 0.847
C 0.099 -0.067 0.027
N 0.158 0.378 -1.262
H -0.629 0.474 1.951
*
```

***

Arrangement x

CH5N3 as an isolated structure. Source: the OMol25 dataset; level of theory: ωB97M-V/def2-TZVPD.

Results
E_HOMO = -8.2780 eV
Kohn-Sham gap = 9.407 eV
E_LUMO = 1.13 eV

Geometry as ORCA input:
```
! RIJCOSX wB97M-V def2-TZVPD def2/J DEFGRID3
* xyz 0 1
H 2.326 -0.126 -0.606
H -0.685 1.423 -0.090
N -1.666 -0.492 0.231
N 1.710 -0.042 0.195
H 1.736 0.914 0.540
C -0.660 0.335 -0.036
H -0.575 -1.320 0.077
N 0.407 -0.425 -0.190
H -2.594 -0.267 -0.120
*
```

***

Stability check: which of them is most stable? arrangement w.